No. 1
{"formula": "H2N5O2", "method": "ωB97M-V/def2-TZVPD", "symbols": ["N", "N", "N", "N", "N", "O", "O", "H", "H"], "coordinates": [[3.213, 0.900, 0.833], [1.067, -0.700, -0.178], [-0.195, -0.525, 0.184], [2.568, 1.785, 0.605], [-1.111, -1.426, 0.439], [2.090, 2.880, 0.479], [-2.124, -1.085, 1.101], [1.274, -1.658, -0.258], [-0.222, 0.490, 0.400]], "lowdin_charge": [0.216, -0.146, -0.267, -0.305, -0.236, 0.008, -0.311, -0.075, 0.117], "max_force_ev_per_a": 2.31, "relative_energy_kcal_mol": 31.8, "homo_energy_ev": [-1.6207, -1.6212], "spin_multiplicity": 1, "total_charge": -1}

=====

No. 2
{"formula": "C12H25F7N3O6PtS2Ti", "method": "ωB97M-V/def2-TZVPD", "symbols": ["Pt", "Ti", "C", "C", "N", "C", "C", "C", "C", "C", "O", "C", "H", "H", "H", "H", "H", "H", "H", "H", "H", "H", "H", "H", "H", "H", "H", "H", "H", "H", "H", "H", "F", "C", "F", "F", "F", "S", "O", "O", "N", "S", "O", "O", "C", "F", "F", "F", "O", "C", "N", "C", "H", "H", "H", "H", "H"], "coordinates": [[-2.859, -1.627, -1.994], [-4.407, 1.528, -1.514], [2.139, 1.651, -3.799], [2.269, 0.776, -2.478], [1.779, 1.375, -1.138], [1.693, 0.153, -0.195], [2.810, 2.477, -0.691], [4.326, 2.197, -0.691], [0.368, 1.974, -1.375], [-0.356, 2.416, -0.128], [0.408, 3.263, 0.748], [-0.062, 3.872, 1.875], [3.061, 1.554, -4.372], [1.881, 2.698, -3.639], [1.536, 1.269, -4.623], [3.305, 0.461, -2.354], [1.683, -0.121, -2.679], [1.278, -0.709, -0.717], [1.054, 0.324, 0.671], [2.638, 0.018, 0.332], [2.417, 2.837, 0.260], [2.585, 3.350, -1.304], [5.058, 2.932, -0.356], [4.678, 2.002, -1.704], [4.427, 1.379, 0.022], [-0.206, 1.123, -1.740], [0.399, 2.873, -1.990], [-0.668, 1.619, 0.546], [-1.292, 2.832, -0.502], [0.455, 4.804, 2.103], [0.036, 3.371, 2.838], [-1.097, 4.167, 1.703], [-2.816, 0.059, -0.528], [-0.630, -5.229, -2.373], [-1.874, -5.068, -2.910], [-0.520, -6.281, -1.623], [0.275, -5.368, -3.308], [-0.177, -3.621, -1.165], [0.734, -4.095, -0.148], [0.404, -2.538, -1.920], [-1.809, -2.947, -0.729], [-1.887, -3.535, 0.690], [-1.822, -5.030, 0.737], [-1.119, -2.859, 1.748], [-3.822, -3.308, 1.002], [-4.423, -4.103, 0.057], [-4.062, -3.663, 2.253], [-4.309, -2.043, 0.761], [-1.723, -1.626, 4.580], [-1.534, -0.438, 4.388], [-1.295, 0.520, 5.371], [-1.468, 0.123, 2.948], [-1.541, 1.476, 5.158], [-1.469, 0.023, 6.232], [-0.676, -0.362, 2.377], [-1.456, 1.213, 2.969], [-2.318, -0.141, 2.320]], "lowdin_spin": [1.647, 2.675, 0.000, 0.000, 0.000, 0.000, 0.000, 0.000, 0.001, 0.004, 0.001, 0.000, 0.000, 0.000, 0.000, 0.000, 0.000, 0.000, 0.000, 0.000, 0.000, 0.000, 0.000, 0.000, 0.000, 0.001, 0.000, 0.001, 0.008, 0.000, 0.000, 0.000, 0.205, 0.019, 0.009, 0.006, 0.007, 0.012, 0.039, 0.008, 0.118, 0.014, 0.036, 0.039, 0.016, 0.007, 0.005, 0.015, 0.080, 0.008, 0.007, 0.010, 0.000, 0.000, 0.000, 0.001, 0.000], "max_force_ev_per_a": 9.06, "s2": 8.76, "homo_energy_ev": [-14.3837, -13.5959], "spin_multiplicity": 6, "total_charge": 2}